(1)
{"formula": "C31H36FO4S", "method": "ωB97M-V/def2-TZVPD", "gap_ev": 5.668, "charge": -1, "lumo_energy_ev": 1.799, "elements": ["S", "F", "O", "O", "O", "O", "C", "C", "C", "C", "C", "C", "C", "C", "C", "C", "C", "C", "C", "C", "C", "C", "C", "C", "C", "C", "C", "C", "C", "C", "C", "C", "C", "C", "C", "C", "C", "H", "H", "H", "H", "H", "H", "H", "H", "H", "H", "H", "H", "H", "H", "H", "H", "H", "H", "H", "H", "H", "H", "H", "H", "H", "H", "H", "H", "H", "H", "H", "H", "H", "H", "H", "H"], "coordinates": [[2.963, -1.203, -1.737], [4.636, 2.225, 0.174], [-0.065, -0.904, -1.976], [4.270, -1.703, -1.244], [-0.319, -3.141, -1.550], [-3.312, 2.478, 1.604], [-0.961, 2.243, 1.758], [-2.505, 0.241, 1.550], [1.035, -0.894, 1.180], [5.060, 0.435, 1.688], [0.399, -1.985, -1.612], [-4.695, 0.198, 0.315], [2.765, -0.370, -5.739], [3.654, -1.307, -6.280], [-0.063, -0.024, 1.357], [-0.761, 3.758, 1.995], [-1.400, -0.548, 1.406], [-1.752, -2.969, -1.718], [2.396, -0.462, 1.309], [2.866, 0.711, 0.654], [4.610, -0.751, 2.292], [3.320, -1.212, 2.082], [-1.335, 4.552, 0.816], [0.716, 4.122, 2.135], [-3.946, -0.323, 1.548], [0.087, 1.377, 1.616], [1.762, -2.213, -1.173], [3.128, -1.309, -3.533], [4.176, 1.123, 0.858], [-1.474, 4.186, 3.283], [-2.325, 1.705, 1.643], [-2.344, -4.316, -2.049], [2.481, -0.385, -4.369], [-4.698, 0.117, 2.809], [3.972, -2.276, -4.083], [4.234, -2.278, -5.456], [-3.968, -1.848, 1.523], [-2.548, 3.997, 3.202], [-4.784, 1.287, 0.367], [-5.007, -2.197, 1.583], [0.835, -1.967, 1.218], [4.428, -3.018, -3.431], [1.096, 1.768, 1.716], [-1.071, 3.624, 4.134], [-3.425, -2.259, 2.381], [5.289, -1.321, 2.927], [0.809, 5.199, 2.315], [-4.150, -0.062, -0.601], [2.977, -2.155, 2.517], [-3.541, -2.244, 0.596], [1.770, 0.317, -3.933], [-2.141, -2.579, -0.766], [-1.505, -1.636, 1.338], [6.069, 0.812, 1.835], [-5.696, -0.245, 0.266], [1.276, 3.889, 1.223], [-3.415, -4.318, -1.835], [-2.223, -4.517, -3.118], [-2.407, 4.361, 0.720], [3.892, -1.276, -7.343], [-1.311, 5.256, 3.460], [-1.861, -5.118, -1.483], [-5.711, -0.304, 2.801], [1.170, 3.603, 2.987], [2.292, 0.381, -6.375], [2.205, 1.286, 0.001], [-1.946, -2.232, -2.505], [2.072, -3.187, -0.815], [-4.764, 1.206, 2.853], [-1.171, 5.624, 0.979], [4.902, -3.033, -5.874], [-0.836, 4.257, -0.114], [-4.173, -0.250, 3.698]]}

=====

(2)
{"formula": "C31H37CdFN11OSi", "method": "ωB97M-V/def2-TZVPD", "gap_ev": 7.505, "charge": 1, "lumo_energy_ev": -2.492, "elements": ["Cd", "Si", "F", "O", "N", "N", "N", "N", "N", "N", "N", "N", "N", "N", "N", "C", "C", "C", "C", "C", "C", "C", "C", "C", "C", "C", "C", "C", "C", "C", "C", "C", "C", "C", "C", "C", "C", "C", "C", "C", "C", "C", "C", "C", "C", "C", "H", "H", "H", "H", "H", "H", "H", "H", "H", "H", "H", "H", "H", "H", "H", "H", "H", "H", "H", "H", "H", "H", "H", "H", "H", "H", "H", "H", "H", "H", "H", "H", "H", "H", "H", "H", "H"], "coordinates": [[1.041, -0.812, 3.131], [1.884, 0.575, 0.274], [-1.428, -0.855, 3.085], [-1.307, 0.162, -3.061], [0.734, -4.139, -0.030], [0.601, -0.090, 1.229], [-0.653, 4.753, -0.139], [0.420, -1.308, 5.311], [0.492, 4.267, 1.656], [0.778, -3.145, 1.909], [-3.222, -0.085, -4.096], [-0.532, -4.217, 0.429], [3.092, -0.955, 4.403], [0.634, 4.970, -0.484], [-2.452, -1.206, -4.334], [1.045, -4.693, -1.343], [1.987, -3.634, -3.411], [1.608, 2.282, -0.435], [1.565, -1.653, 6.173], [-2.111, 2.840, -2.103], [-3.927, 4.379, -1.832], [-3.048, -0.851, 1.376], [1.874, -2.782, -4.502], [-2.415, -0.515, -0.900], [1.507, -3.529, 0.872], [-2.510, 0.701, -3.360], [-4.758, 3.548, -2.571], [-1.734, -0.662, 1.729], [-1.718, 5.134, -1.047], [-4.260, 2.371, -3.095], [-1.109, -0.309, -0.502], [2.520, -0.420, -1.184], [-0.713, 4.340, 1.137], [-2.936, 2.002, -2.836], [-0.204, -1.955, -3.622], [-0.701, -0.338, 0.844], [-2.591, 4.048, -1.627], [-3.409, -0.764, 0.040], [0.775, -1.943, -4.611], [-0.465, -3.605, 1.583], [2.745, -0.759, 5.825], [0.979, -3.685, -2.456], [1.279, 4.664, 0.620], [-0.111, -2.842, -2.565], [3.370, 0.663, 1.438], [-1.343, -1.030, -3.710], [-0.906, -2.896, -1.831], [-4.316, 5.309, -1.434], [-3.768, -1.081, 2.150], [1.822, -0.415, -2.025], [3.815, -0.307, 4.111], [0.681, -1.265, -5.449], [2.022, -5.173, -1.309], [1.034, 2.955, 0.207], [2.756, -1.462, -0.955], [-0.016, -0.448, 5.629], [3.167, 1.237, 2.349], [-5.789, 3.827, -2.746], [-4.876, 1.718, -3.695], [-1.329, -3.499, 2.218], [0.295, -5.464, -1.510], [-0.327, -0.124, -1.235], [1.120, 2.225, -1.411], [2.640, -2.773, -5.266], [2.590, 2.737, -0.594], [-1.073, 2.570, -1.940], [2.855, -4.276, -3.317], [3.727, -0.338, 1.706], [-1.217, 5.655, -1.862], [3.579, -0.979, 6.491], [2.465, 0.288, 5.964], [1.325, -1.552, 7.231], [-4.440, -0.897, -0.258], [3.441, 0.061, -1.528], [4.191, 1.166, 0.922], [-2.355, 5.862, -0.548], [1.831, -2.693, 5.984], [2.566, -3.371, 0.747], [-1.643, 4.148, 1.651], [2.352, 4.743, 0.689], [-2.668, -0.491, -1.953], [3.473, -1.890, 4.280], [-0.297, -2.024, 5.333]]}

=====

(3)
{"formula": "C31H37CsF9N2O2P2", "method": "ωB97M-V/def2-TZVPD", "e_above_lowest_kcal_mol": 9.53, "gap_ev": 8.874, "charge": 1, "lumo_energy_ev": -2.287, "elements": ["Cs", "P", "P", "F", "F", "F", "F", "F", "F", "F", "F", "F", "O", "O", "N", "N", "C", "C", "C", "C", "C", "C", "C", "C", "C", "C", "C", "C", "C", "C", "C", "C", "C", "C", "C", "C", "C", "C", "C", "C", "C", "C", "C", "C", "C", "C", "C", "H", "H", "H", "H", "H", "H", "H", "H", "H", "H", "H", "H", "H", "H", "H", "H", "H", "H", "H", "H", "H", "H", "H", "H", "H", "H", "H", "H", "H", "H", "H", "H", "H", "H", "H", "H", "H"], "coordinates": [[0.039, 1.790, -0.746], [0.398, -1.622, -0.417], [0.468, 5.251, -0.367], [-5.085, -3.658, -3.761], [-3.920, -2.771, -5.365], [6.784, -3.577, -1.161], [5.982, -4.218, -3.072], [-0.753, -3.573, 5.933], [5.823, -5.513, -1.343], [0.345, -5.295, 5.199], [-1.790, -5.152, 4.865], [-3.597, -4.838, -4.807], [0.985, 1.872, 2.354], [3.149, 1.824, 0.313], [-5.127, 1.651, -0.466], [-2.658, 1.546, -0.493], [1.962, -2.468, -0.887], [0.058, -2.504, 1.161], [-3.817, 1.614, -0.473], [-3.860, -3.615, -4.314], [1.785, 6.179, -1.258], [-0.400, -3.737, 3.601], [-0.198, -2.370, 3.556], [-5.853, 1.939, -1.699], [-1.008, 6.046, -1.130], [2.041, -3.746, -1.437], [-2.105, -2.719, -1.085], [3.281, 1.741, 1.722], [-1.561, -2.807, -3.808], [-0.650, -4.436, 4.909], [-5.857, 1.741, 0.794], [4.435, -3.610, -1.410], [3.275, -4.317, -1.697], [-0.583, -2.396, -2.919], [-3.089, -3.129, -1.973], [-0.033, 2.478, 3.126], [0.489, 6.168, 1.230], [-0.138, -3.884, 1.223], [5.764, -4.231, -1.740], [-0.367, -4.500, 2.438], [2.227, 2.542, 2.467], [-0.840, -2.362, -1.546], [3.134, -1.766, -0.619], [0.028, -1.755, 2.332], [-2.812, -3.173, -3.330], [3.826, 2.930, -0.254], [4.373, -2.336, -0.870], [-0.114, -4.480, 0.321], [-1.357, -2.848, -4.870], [-0.251, 3.495, 2.778], [4.276, 2.075, 2.031], [-0.379, 5.885, 1.827], [3.078, -0.759, -0.219], [-0.938, 7.132, -1.066], [1.143, -4.303, -1.671], [0.463, 7.245, 1.055], [4.900, 2.884, -0.047], [-6.164, 2.986, -1.739], [-6.738, 1.306, -1.748], [-0.520, -5.571, 2.493], [5.284, -1.796, -0.656], [3.439, 3.880, 0.129], [-4.066, -3.420, -1.612], [0.392, -2.107, -3.293], [-2.325, -2.683, -0.026], [0.196, -0.684, 2.290], [1.587, 7.252, -1.226], [2.513, 2.625, 3.522], [-5.230, 1.393, 1.610], [3.341, -5.312, -2.119], [3.671, 2.887, -1.330], [-6.168, 2.768, 0.998], [-6.744, 1.110, 0.736], [3.161, 0.691, 1.993], [1.390, 5.924, 1.794], [-0.221, -1.793, 4.471], [2.152, 3.554, 2.045], [-1.911, 5.715, -0.615], [1.823, 5.854, -2.298], [2.756, 5.985, -0.803], [-0.929, 1.868, 3.019], [-5.222, 1.726, -2.558], [-1.082, 5.755, -2.179], [0.245, 2.526, 4.184]]}

=====

(4)
{"formula": "C31H37GaN5", "method": "ωB97M-V/def2-TZVPD", "gap_ev": [2.670, 3.612], "charge": -1, "lumo_energy_ev": [2.581, 2.596], "elements": ["Ga", "N", "N", "N", "N", "N", "C", "C", "C", "C", "C", "C", "C", "C", "C", "C", "C", "C", "C", "C", "C", "C", "C", "C", "C", "C", "C", "C", "C", "C", "C", "C", "C", "C", "C", "C", "C", "H", "H", "H", "H", "H", "H", "H", "H", "H", "H", "H", "H", "H", "H", "H", "H", "H", "H", "H", "H", "H", "H", "H", "H", "H", "H", "H", "H", "H", "H", "H", "H", "H", "H", "H", "H", "H"], "coordinates": [[0.000, -0.287, 1.077], [-0.130, -1.133, -2.125], [0.078, -2.315, -0.323], [-0.872, -2.120, 3.099], [-2.506, 0.220, 2.361], [-1.771, 0.469, 1.244], [2.404, -0.495, -3.403], [-0.275, -2.478, -2.491], [-2.098, -4.625, 2.801], [-2.378, -3.814, 3.912], [3.498, -0.169, -0.047], [-3.637, 0.931, 2.355], [-0.590, -2.904, 2.052], [1.608, 2.358, -0.720], [2.866, -1.071, 2.944], [-2.448, 0.469, -2.483], [-0.073, 3.026, 1.882], [0.104, 2.259, -4.662], [0.587, 0.791, 4.090], [-1.176, 0.810, -3.183], [2.221, 0.036, 2.194], [1.141, 0.862, 2.712], [1.681, 1.613, 0.561], [0.378, -2.350, 1.082], [-0.153, -3.214, -1.375], [-1.720, -2.579, 4.039], [0.022, -1.035, -0.777], [0.157, 3.443, -5.582], [1.171, 0.328, -3.621], [0.856, 1.885, 1.716], [2.525, 0.482, 0.864], [-2.397, 1.469, 0.588], [1.231, 1.459, -4.450], [-1.086, 1.943, -4.003], [-1.166, -4.169, 1.871], [-0.054, -0.011, -3.022], [-3.614, 1.723, 1.204], [-1.904, 1.934, -0.249], [-0.445, -2.765, -3.511], [3.174, -1.190, -0.284], [0.612, -0.240, 4.446], [-0.451, 1.129, 4.112], [-3.168, 1.276, -2.666], [-3.098, -4.096, 4.683], [3.290, 0.161, -3.409], [-1.907, -1.935, 4.910], [-0.216, -4.267, -1.171], [2.175, 1.708, -4.948], [1.084, 3.424, -6.163], [0.565, 2.492, -1.038], [-1.975, 2.562, -4.153], [-2.588, -5.593, 2.664], [2.382, -1.041, -2.452], [3.575, -0.668, 3.675], [1.425, -2.595, 1.290], [-0.856, -4.728, 0.991], [-0.699, 3.436, -6.268], [0.119, 4.381, -5.014], [1.161, 1.422, 4.778], [2.110, 1.807, -1.516], [-2.094, -0.365, 3.085], [-0.873, 2.765, 2.574], [2.528, -1.224, -4.218], [3.583, 0.381, -0.982], [3.407, -1.729, 2.263], [2.124, -1.660, 3.489], [-4.366, 0.795, 3.128], [0.430, 3.912, 2.273], [4.486, -0.232, 0.417], [-2.299, 0.379, -1.400], [-2.874, -0.481, -2.835], [-4.346, 2.405, 0.818], [-0.520, 3.286, 0.923], [2.067, 3.348, -0.624]]}

=====

(5)
{"formula": "C31H38BI2O10P", "method": "ωB97M-V/def2-TZVPD", "gap_ev": 5.405, "charge": 0, "lumo_energy_ev": -1.940, "elements": ["I", "I", "P", "O", "O", "O", "O", "O", "O", "O", "O", "O", "O", "C", "C", "C", "C", "C", "C", "C", "C", "C", "C", "C", "C", "C", "C", "C", "C", "C", "C", "C", "C", "C", "C", "C", "C", "C", "C", "C", "C", "C", "C", "C", "B", "H", "H", "H", "H", "H", "H", "H", "H", "H", "H", "H", "H", "H", "H", "H", "H", "H", "H", "H", "H", "H", "H", "H", "H", "H", "H", "H", "H", "H", "H", "H", "H", "H", "H", "H", "H", "H", "H"], "coordinates": [[1.085, 4.815, -1.051], [5.938, 4.979, 0.423], [-6.305, -6.199, -0.117], [-4.868, -5.871, -0.398], [5.668, 5.697, -2.820], [-6.675, -6.092, 1.474], [1.256, 2.343, 2.243], [-6.049, -7.873, 0.016], [-6.963, -4.691, -0.399], [4.115, 1.316, 1.429], [-2.940, -1.410, 0.662], [3.636, -1.483, -2.346], [3.318, 5.959, -3.257], [-0.684, -0.948, 2.739], [-0.928, -2.844, 0.317], [3.990, 2.733, -3.529], [2.767, 5.193, 0.270], [-1.948, -1.394, -1.603], [-2.220, -2.180, -0.297], [3.571, 0.417, -4.526], [4.596, 0.263, -5.492], [1.550, 1.046, 2.788], [3.156, -0.559, -1.740], [3.695, 1.356, -3.359], [1.305, 3.306, 3.304], [2.140, -0.748, -0.593], [0.210, -1.790, 0.433], [-7.227, -8.698, -0.022], [1.362, 0.065, 1.608], [1.127, -1.730, -0.664], [3.938, 4.128, 0.152], [3.230, 6.695, 0.212], [4.075, 3.625, -2.433], [3.876, 3.198, -1.067], [0.317, -0.910, 1.545], [0.238, 4.408, 3.104], [3.415, 1.144, 0.460], [-6.376, -3.583, 0.270], [-5.756, -6.593, 2.438], [3.610, 1.807, -0.904], [-1.495, 0.343, 2.654], [3.502, 0.923, -2.013], [2.247, 0.133, 0.519], [-2.171, 1.346, 2.674], [4.374, 5.160, -2.838], [3.431, 6.260, -4.169], [4.576, 0.791, -6.464], [6.208, 5.134, -3.401], [2.601, 1.037, 3.154], [2.321, 3.777, 3.260], [-6.485, -3.677, 1.351], [3.799, 6.937, -0.702], [0.323, 5.099, 3.973], [-2.922, -1.054, -2.018], [0.906, 0.796, 3.653], [-4.741, -6.653, 2.044], [-1.498, -2.046, -2.381], [-5.767, -5.922, 3.296], [5.448, -0.434, -5.336], [-6.903, -2.685, -0.051], [2.672, -0.224, -4.664], [-7.687, -8.649, -1.009], [-2.989, 2.059, 2.708], [-1.403, -1.772, 2.614], [3.751, 6.961, 1.150], [-6.930, -9.725, 0.180], [4.136, 3.092, -4.563], [0.421, 5.010, 2.189], [2.287, 7.287, 0.184], [-0.599, -3.654, -0.358], [-5.326, -3.473, 0.003], [2.343, 5.083, 1.291], [-2.639, -0.487, 0.656], [-7.947, -8.381, 0.737], [-1.338, -0.478, -1.452], [-1.153, -3.174, 1.346], [1.031, -2.392, -1.539], [-0.787, 3.982, 3.102], [1.200, 2.845, 4.307], [-0.180, -0.923, 3.720], [-6.078, -7.584, 2.765], [-2.891, -3.026, -0.575], [3.830, 3.467, 1.034]]}

=====

(6)
{"formula": "C31H38ClLiN6O3S", "method": "ωB97M-V/def2-TZVPD", "gap_ev": 7.780, "charge": 0, "lumo_energy_ev": 0.591, "elements": ["Cl", "S", "O", "O", "O", "N", "N", "N", "N", "N", "N", "C", "C", "C", "C", "C", "C", "C", "C", "C", "C", "C", "C", "C", "C", "C", "C", "C", "C", "C", "C", "C", "C", "C", "C", "C", "C", "C", "C", "C", "C", "C", "Li", "H", "H", "H", "H", "H", "H", "H", "H", "H", "H", "H", "H", "H", "H", "H", "H", "H", "H", "H", "H", "H", "H", "H", "H", "H", "H", "H", "H", "H", "H", "H", "H", "H", "H", "H", "H", "H", "H"], "coordinates": [[2.742, -4.167, 6.041], [0.000, -2.043, -0.551], [-0.228, 0.275, 2.694], [-0.591, -0.698, -0.456], [1.327, -1.295, 1.182], [3.118, 0.667, -1.716], [-0.894, 2.599, 0.439], [-3.155, 2.242, 0.136], [1.944, 1.573, 0.037], [3.020, 2.902, -1.715], [-2.391, 4.237, -0.568], [-2.242, -3.126, -4.398], [-1.004, -5.179, 1.823], [-0.513, -4.420, 0.776], [0.185, -0.429, 3.604], [2.500, -3.042, 2.232], [2.833, -3.711, 3.375], [3.480, 4.110, -1.070], [-4.133, 2.700, -0.822], [-0.950, -2.651, -1.999], [-2.252, -2.220, -2.182], [-3.056, 0.846, 0.450], [-0.934, -3.549, -4.220], [-2.108, -3.244, 2.711], [-1.782, -4.586, 2.804], [-2.027, 3.022, 0.049], [3.827, 2.521, -2.866], [-0.283, -3.301, -3.023], [1.095, -1.527, 3.518], [2.309, -3.295, 4.605], [1.623, -1.917, 2.246], [1.460, -2.225, 4.680], [-1.637, -2.488, 1.651], [2.628, 1.742, -1.022], [2.768, -0.695, -1.457], [1.499, 2.633, 0.896], [3.516, 1.042, -3.047], [-0.823, -3.072, 0.698], [-1.964, 5.523, -0.062], [-3.815, 4.188, -0.873], [0.291, 3.403, 0.357], [-2.901, -2.455, -3.379], [0.303, 0.342, 0.780], [-4.005, 4.638, -1.850], [-1.867, -1.439, 1.570], [2.302, 3.344, 1.125], [-2.742, -3.295, -5.341], [-2.131, -5.173, 3.639], [-0.417, -4.055, -5.023], [-0.179, -0.226, 4.635], [4.896, 2.671, -2.660], [2.016, -1.057, -2.167], [-3.989, 2.229, -1.806], [-3.912, -2.100, -3.521], [-2.354, 0.749, 1.277], [-2.215, 5.655, 0.998], [0.116, -4.871, 0.020], [-4.400, 4.729, -0.116], [4.325, 3.925, -0.396], [3.665, -1.314, -1.537], [2.907, -3.346, 1.278], [3.500, -4.560, 3.347], [0.749, -3.596, -2.889], [2.366, -0.758, -0.452], [3.812, 4.799, -1.845], [0.193, 4.313, 0.966], [1.063, -1.908, 5.634], [2.677, 4.591, -0.517], [2.699, 0.879, -3.767], [4.381, 0.456, -3.369], [-2.732, -1.679, -1.381], [-2.472, 6.302, -0.632], [-2.659, 0.274, -0.392], [-2.737, -2.791, 3.463], [0.479, 3.692, -0.687], [-0.773, -6.234, 1.882], [-4.045, 0.479, 0.730], [-0.894, 5.663, -0.194], [1.189, 2.166, 1.830], [3.551, 3.122, -3.735], [-5.148, 2.493, -0.476]]}

=====

no.,energy (Eh)
1,-2001.882398
2,-2437.981409
3,-3064.965614
4,-3401.885464
5,-2917.850998
6,-2624.297484